{"formula": "C42H21F19GeMgN6SSe", "method": "wB97M-V/def2-TZVPD", "species": ["Mg", "C", "C", "N", "C", "C", "C", "C", "N", "C", "C", "F", "C", "F", "C", "C", "F", "C", "F", "H", "H", "H", "H", "H", "H", "H", "H", "H", "H", "H", "H", "H", "H", "H", "Se", "N", "C", "C", "C", "C", "C", "N", "C", "C", "N", "C", "C", "C", "C", "C", "N", "H", "H", "H", "H", "H", "H", "F", "C", "C", "C", "F", "C", "F", "C", "F", "C", "F", "Ge", "S", "C", "C", "F", "C", "F", "C", "F", "C", "F", "C", "F", "C", "C", "F", "C", "F", "C", "F", "C", "F", "C", "F"], "coordinates": [[-0.95675, -0.80495, 1.04894], [2.31092, -1.49789, 0.16301], [1.08936, -2.16390, -0.45533], [0.11593, -2.64707, 0.53268], [0.75854, -3.62484, 1.42822], [1.24941, -3.05794, 2.75428], [-0.96718, -3.34780, -0.17324], [-1.78295, -2.46443, -1.11563], [-2.16824, -1.29978, -0.37778], [-3.01894, -0.39461, -0.83898], [-3.22171, 0.74742, -0.03199], [-2.54879, 0.74865, 1.17536], [-4.02071, 1.80404, -0.39105], [-4.13373, 2.85746, 0.43872], [-4.72819, 1.78483, -1.58445], [-4.59854, 0.65394, -2.37921], [-5.30315, 0.59038, -3.52078], [-3.78941, -0.40951, -2.03134], [-3.74190, -1.48342, -2.85764], [2.89723, -1.02744, -0.62246], [2.96177, -2.20408, 0.67394], [1.99745, -0.71398, 0.85164], [1.40786, -3.00065, -1.09591], [0.58242, -1.42442, -1.07431], [1.59667, -4.09601, 0.89901], [0.04170, -4.41721, 1.66393], [1.78961, -2.12856, 2.61921], [1.90843, -3.78025, 3.23156], [0.41112, -2.87931, 3.42045], [-1.65348, -3.71943, 0.59004], [-0.55999, -4.20108, -0.73441], [-2.64803, -3.04953, -1.45982], [-1.20051, -2.19154, -2.00598], [-5.36676, 2.59810, -1.87723], [-1.05034, -2.06936, 8.63805], [-0.12404, -0.99433, 7.59948], [-0.58174, -1.08075, 6.36436], [-0.05389, -0.35605, 5.24140], [0.97482, 0.58653, 5.35115], [1.42400, 1.21260, 4.20815], [0.85931, 0.85964, 2.98083], [-0.10541, -0.02836, 2.86339], [-0.58727, -0.61552, 3.96101], [-1.70839, -1.51472, 3.79855], [-2.18238, -1.67933, 2.56470], [-3.27391, -2.39051, 2.38558], [-3.95566, -3.01586, 3.42939], [-3.44541, -2.92257, 4.70652], [-2.29127, -2.16060, 4.91117], [-1.67757, -1.98880, 6.19695], [-2.05526, -2.61012, 7.29865], [1.38417, 0.80172, 6.32651], [2.20457, 1.95743, 4.24736], [1.18745, 1.32258, 2.06023], [-3.63057, -2.46160, 1.36830], [-4.86415, -3.56166, 3.23359], [-3.91559, -3.40590, 5.54914], [0.53394, 4.89546, -2.64703], [1.41395, 4.76455, -1.64371], [1.90682, 3.50652, -1.36037], [2.73839, 3.38910, -0.26083], [3.16375, 2.15533, 0.07468], [3.10074, 4.46916, 0.52694], [3.87516, 4.30362, 1.60923], [2.61276, 5.73185, 0.19855], [2.92907, 6.78699, 0.95546], [1.77473, 5.88571, -0.90147], [1.30113, 7.09721, -1.21253], [1.15244, 1.78722, -2.05407], [0.09100, 1.22510, -0.31740], [2.71083, 0.69225, -2.78364], [2.37241, -0.52295, -3.34766], [1.06225, -0.83395, -3.40231], [3.30431, -1.42240, -3.84338], [2.92153, -2.59375, -4.36630], [4.65385, -1.08852, -3.77381], [5.58115, -1.94318, -4.21177], [5.02730, 0.14203, -3.24309], [6.31990, 0.47357, -3.19383], [4.05450, 1.01568, -2.76300], [4.44169, 2.19917, -2.28018], [0.19432, 2.04839, -3.80755], [-0.97045, 1.36257, -4.08309], [-1.42630, 0.50733, -3.16071], [-1.65147, 1.50023, -5.28634], [-2.76867, 0.81459, -5.52898], [-1.13012, 2.34971, -6.25734], [-1.75305, 2.48578, -7.42858], [0.05847, 3.03365, -6.01655], [0.57702, 3.81885, -6.96587], [0.70510, 2.86076, -4.79925], [1.88064, 3.46273, -4.57213]], "atomic_forces_ev_per_a": [[0.5, 0.8, 0.1], [-0.1, -0.1, -0.1], [0.5, 0.3, -0.3], [0.1, -0.2, 0.1], [0.2, -0.2, 0.5], [0.0, -0.1, -0.2], [-0.6, -0.2, -0.6], [0.0, -0.1, -0.3], [-0.1, -0.7, 0.0], [-0.8, 0.5, -0.5], [-0.2, 0.0, -0.3], [-0.1, 0.3, -0.2], [0.0, 0.0, 0.0], [0.0, -0.1, -0.1], [0.2, -0.2, 0.1], [0.0, 0.1, 0.3], [0.1, -0.1, 0.0], [-0.1, 0.1, 0.3], [0.1, 0.2, 0.0], [0.0, 0.1, -0.1], [0.0, -0.1, 0.1], [0.1, 0.1, 0.0], [-0.1, 0.0, 0.0], [0.0, -0.1, -0.1], [-0.1, 0.0, 0.0], [0.1, 0.1, -0.2], [0.1, 0.1, 0.1], [0.1, 0.0, 0.1], [0.0, 0.0, 0.1], [0.1, -0.1, 0.0], [0.0, 0.0, 0.1], [0.3, -0.1, 0.0], [0.0, -0.2, -0.1], [-0.1, 0.1, 0.0], [0.0, 0.0, -0.3], [0.6, 0.7, -0.6], [-0.1, -0.4, 1.3], [0.2, 0.3, -1.0], [-0.1, -0.1, -0.3], [-0.1, -0.2, 0.1], [0.5, 0.5, 0.2], [-0.2, -0.1, -0.2], [0.6, 0.4, 1.2], [-0.8, -0.8, 0.9], [0.2, 0.1, 0.2], [-0.5, -0.3, 0.0], [0.1, 0.1, 0.2], [0.2, 0.1, -0.2], [-0.1, 0.1, -0.9], [0.2, -0.1, 1.3], [-0.6, -0.3, -0.8], [0.1, 0.0, 0.1], [0.0, 0.0, 0.0], [0.1, 0.0, -0.1], [0.0, 0.0, -0.2], [-0.1, -0.1, -0.1], [0.0, 0.0, 0.1], [0.0, 0.4, 0.1], [0.2, -0.2, 0.0], [-0.2, -0.1, -0.1], [-0.1, 0.0, -0.1], [0.2, 0.3, 0.3], [-0.1, -0.1, -0.1], [-0.1, 0.1, -0.1], [-0.1, -0.1, -0.1], [0.0, -0.2, -0.2], [0.0, -0.1, 0.0], [0.0, -0.1, 0.1], [0.8, 0.5, -0.9], [-0.3, -0.3, 0.3], [-0.4, 0.1, 0.3], [0.0, 0.1, 0.0], [0.1, -0.3, -0.1], [-0.1, 0.0, 0.0], [0.1, 0.1, 0.1], [-0.2, 0.1, 0.1], [-0.2, 0.2, 0.0], [-0.1, 0.0, 0.0], [-0.1, 0.0, 0.0], [-0.1, -0.2, -0.1], [0.3, -0.1, -0.1], [0.1, 0.0, 0.6], [0.0, 0.0, 0.0], [-0.2, 0.0, -0.3], [0.2, 0.0, 0.0], [0.1, 0.1, 0.0], [0.1, 0.0, 0.2], [0.1, 0.0, 0.2], [0.1, -0.1, 0.1], [-0.1, 0.0, 0.1], [-0.1, -0.2, 0.0], [0.0, 0.2, -0.3]], "lumo_ev": -1.718, "spin_multiplicity": 1, "gap_ev": 5.34, "total_energy_ha": -8915.79553}

---

{"formula": "C42H27BBr2F4N5NiO3P", "method": "wB97M-V/def2-TZVPD", "species": ["Ni", "Br", "C", "C", "C", "C", "C", "C", "N", "N", "C", "C", "C", "C", "O", "C", "N", "C", "C", "C", "C", "H", "H", "H", "H", "H", "H", "H", "H", "H", "F", "C", "C", "F", "C", "F", "C", "P", "C", "C", "C", "C", "C", "C", "C", "C", "C", "C", "C", "C", "C", "Br", "C", "F", "H", "H", "H", "H", "H", "H", "H", "H", "H", "H", "O", "B", "O", "C", "C", "C", "C", "C", "C", "H", "H", "H", "H", "N", "C", "C", "N", "C", "H", "H", "H", "H"], "coordinates": [[0.33958, -0.64877, 0.91489], [-2.95801, 5.25934, -1.74470], [-3.58688, 4.44436, -0.15468], [-2.68120, 4.08462, 0.83206], [-3.13828, 3.48567, 1.99585], [-4.50885, 3.23953, 2.18875], [-5.39700, 3.64362, 1.18973], [-4.94303, 4.23247, 0.01740], [-5.09419, 2.65797, 3.34066], [-4.33750, 2.13568, 4.25936], [-3.32504, 1.29382, 3.94337], [-2.27120, 1.17193, 4.86506], [-1.05027, 0.62939, 4.50533], [-0.82175, 0.14559, 3.21130], [0.33192, -0.25735, 2.80318], [-1.96759, 0.03230, 2.33820], [-1.75554, -0.62979, 1.16467], [-2.80000, -0.93460, 0.42663], [-4.10278, -0.54594, 0.75363], [-4.30586, 0.22614, 1.86482], [-3.21945, 0.53713, 2.70340], [-1.62357, 4.27588, 0.69695], [-2.42942, 3.23092, 2.77054], [-6.45681, 3.47582, 1.34805], [-5.64052, 4.52917, -0.75519], [-2.41679, 1.60976, 5.84613], [-0.22351, 0.59943, 5.20616], [-2.61184, -1.51242, -0.47056], [-4.92616, -0.84515, 0.11907], [-5.29908, 0.56488, 2.12313], [-1.18127, -6.87042, -2.28479], [-0.79007, -5.63086, -2.03081], [-0.37170, -4.81578, -3.04814], [-0.36352, -5.26415, -4.29906], [0.04933, -3.53225, -2.76569], [0.49093, -2.85095, -3.82774], [0.04735, -2.98094, -1.48720], [0.50258, -1.18692, -1.18959], [2.04295, -0.96529, -2.16610], [2.35888, 0.33244, -2.56270], [3.52046, 0.58645, -3.28561], [4.37288, -0.45591, -3.61602], [4.07359, -1.74846, -3.20108], [2.92278, -1.99810, -2.47126], [-0.66695, -0.19799, -2.22467], [-1.44958, 0.76251, -1.58073], [-2.36145, 1.54372, -2.28072], [-2.47991, 1.40146, -3.65291], [-1.65158, 0.50504, -4.32137], [-0.74884, -0.27976, -3.61949], [-0.34660, -3.86273, -0.45580], [-0.25930, -3.49908, 1.39017], [-0.76733, -5.15254, -0.74021], [-1.14963, -5.98908, 0.22153], [1.69685, 1.15204, -2.30801], [3.75114, 1.59939, -3.59198], [5.27241, -0.26364, -4.18930], [4.74136, -2.56602, -3.44814], [2.71218, -3.00472, -2.13268], [-1.32232, 0.92769, -0.52320], [-2.96001, 2.27215, -1.74852], [-3.18964, 2.00545, -4.20570], [-1.70020, 0.41994, -5.40089], [-0.08659, -0.92476, -4.17670], [2.92262, -0.88502, 2.38762], [2.16837, -1.16334, 1.22745], [2.97132, -1.97004, 0.37620], [4.17948, -2.14270, 1.00860], [5.29671, -2.80796, 0.56585], [6.39871, -2.82662, 1.42730], [6.35205, -2.20337, 2.66904], [5.20918, -1.51797, 3.09356], [4.14375, -1.49870, 2.22730], [5.32053, -3.28771, -0.40541], [7.30433, -3.33473, 1.11917], [7.21707, -2.24662, 3.31986], [5.15816, -1.02937, 4.05886], [2.23079, 3.39955, 1.21599], [1.55946, 3.88392, 0.11391], [0.70046, 2.89177, -0.24465], [0.83441, 1.80982, 0.61408], [1.75858, 2.15605, 1.47571], [2.94724, 3.87514, 1.73340], [1.74747, 4.85986, -0.30227], [-0.00964, 2.89621, -1.05914], [2.10040, 1.54249, 2.29946]], "atomic_forces_ev_per_a": [[0.0, -0.3, 0.2], [0.0, 0.0, -0.1], [0.0, 0.0, 0.1], [0.0, 0.0, 0.2], [-0.1, 0.2, 0.0], [0.0, -1.0, -0.4], [-0.1, -0.1, -0.1], [-0.1, 0.0, 0.1], [1.2, 1.1, 1.2], [-1.8, -0.6, -0.7], [1.0, -0.2, -0.4], [-0.3, 0.1, -0.3], [0.2, 0.0, 0.2], [0.3, -0.1, -0.1], [-0.4, 0.1, -0.1], [-0.1, 0.0, -0.2], [0.1, 0.3, 0.3], [0.2, -0.2, 0.0], [-0.1, -0.1, 0.0], [0.0, 0.0, 0.1], [-0.1, 0.4, 0.3], [0.0, 0.0, 0.0], [0.1, 0.0, 0.0], [0.1, 0.0, 0.0], [0.0, 0.0, 0.0], [0.0, 0.0, -0.1], [-0.1, 0.0, 0.0], [0.0, 0.1, -0.1], [0.0, 0.0, 0.0], [0.0, 0.0, 0.0], [-0.1, -0.1, 0.0], [-0.1, -0.2, 0.0], [0.1, 0.0, -0.3], [0.0, 0.0, -0.1], [0.0, 0.2, 0.0], [0.0, 0.0, 0.0], [0.0, 0.0, 0.1], [0.2, -0.1, -0.2], [0.0, 0.1, 0.1], [0.0, 0.0, 0.0], [-0.1, 0.0, 0.1], [0.0, 0.0, 0.0], [0.0, 0.0, 0.0], [-0.1, 0.0, -0.1], [-0.1, 0.1, 0.1], [0.1, 0.0, -0.1], [0.1, 0.0, 0.0], [0.1, 0.0, 0.0], [0.0, 0.0, 0.0], [0.0, 0.0, -0.1], [0.1, 0.1, 0.0], [0.0, -0.1, 0.0], [0.0, 0.1, 0.2], [0.0, 0.0, 0.1], [0.0, 0.0, 0.0], [0.0, 0.0, 0.0], [0.0, 0.0, 0.0], [0.0, 0.0, 0.0], [0.0, 0.0, 0.0], [0.0, 0.0, 0.0], [0.0, 0.0, 0.0], [0.0, 0.0, 0.0], [0.0, 0.0, 0.1], [-0.1, 0.1, 0.1], [0.0, 0.0, -0.2], [0.5, -0.2, -0.4], [0.0, 0.1, 0.4], [-0.3, 0.0, -0.3], [0.2, -0.1, 0.0], [-0.1, 0.0, -0.1], [-0.1, 0.1, 0.0], [0.2, 0.0, 0.1], [-0.3, 0.3, 0.2], [0.0, 0.0, 0.1], [0.0, 0.0, 0.0], [0.0, 0.0, 0.0], [0.0, 0.0, -0.1], [-0.1, 0.0, -0.1], [0.1, -0.1, 0.1], [0.0, -0.2, 0.1], [-0.2, 0.5, -0.3], [0.0, 0.0, 0.1], [0.0, 0.0, 0.0], [0.0, -0.1, 0.1], [0.1, 0.0, 0.1], [0.0, 0.1, -0.1]], "lumo_ev": [-0.615, -0.686], "spin_multiplicity": 1, "gap_ev": [6.13, 6.31], "total_energy_ha": -9538.24593}